1.
C7H12O | the ωB97M-V functional and the def2-TZVPD basis

* E_HOMO (alpha / beta): -2.457 / -2.424 eV
* E_tot: -9497.0672 eV
* HOMO-LUMO gap (alpha / beta): 6.55 / 6.35 eV

```
! RIJCOSX wB97M-V def2-TZVPD def2/J DEFGRID3
* xyz -1 2
O -1.031 -0.500 -2.008
C -0.332 -1.561 -1.494
C -0.711 -2.065 -0.123
C -0.058 -1.712 1.074
C -0.618 0.020 1.620
C 1.055 2.483 -0.847
C 0.747 1.726 0.425
C -0.304 0.897 0.494
H 0.761 -1.299 -1.408
H -1.469 -2.848 -0.097
H -0.400 -2.427 -2.200
H 0.943 -1.373 1.011
H -0.239 -2.223 2.003
H -0.379 0.246 2.637
H -1.630 -0.364 1.490
H 0.948 1.841 -1.695
H 0.341 3.306 -0.968
H 2.018 2.973 -0.815
H 1.242 2.093 1.313
H -0.885 0.787 -0.412
*
```

2.
C7H12O | the ωB97M-V functional and the def2-TZVPD basis

* E_HOMO: -8.749 eV
* E_tot: -9495.0936 eV
* structure (SMILES): C1=C\OCCCCC/1
* HOMO-LUMO gap: 9.80 eV

```
! RIJCOSX wB97M-V def2-TZVPD def2/J DEFGRID3
* xyz 0 1
C 1.178 1.328 0.080
C -0.022 1.795 -0.101
O -1.250 1.211 -0.364
C -1.998 0.241 0.348
C -1.566 -1.241 -0.100
C -0.061 -0.940 -0.253
C 1.387 -1.347 -0.074
C 2.022 0.123 0.099
H 1.787 2.202 0.196
H -0.125 2.980 -0.560
H -2.017 0.461 1.408
H -3.052 0.532 0.093
H -2.337 -1.515 -0.964
H -1.968 -1.684 0.805
H -0.092 -0.587 -1.211
H -0.191 -0.068 0.425
H 1.586 -1.783 -1.034
H 1.485 -2.113 0.841
H 2.652 0.257 -0.715
H 2.582 0.147 1.083
*
```

3.
C7H12O | the ωB97M-V functional and the def2-TZVPD basis

* E_HOMO: -8.521 eV
* E_tot: -9498.9064 eV
* structure (SMILES): C=C(O)/C=C/CCC
* HOMO-LUMO gap: 9.54 eV

```
! RIJCOSX wB97M-V def2-TZVPD def2/J DEFGRID3
* xyz 0 1
C -2.930 1.113 0.643
C -1.775 0.876 1.250
O -1.095 1.864 1.964
C -0.821 -0.256 1.203
C -0.551 -0.681 -0.054
C 0.720 -1.454 -0.222
C 1.569 -0.896 -1.425
C 2.438 0.298 -1.001
H -3.466 0.365 0.076
H -3.518 2.032 0.676
H -1.722 2.547 2.245
H -0.127 -0.543 1.984
H -1.137 -0.433 -0.911
H 0.438 -2.492 -0.408
H 1.399 -1.588 0.612
H 2.159 -1.800 -1.738
H 0.758 -0.822 -2.179
H 3.397 0.376 -1.514
H 1.853 1.156 -1.301
H 2.413 0.337 0.100
*
```

Result set for energy above the lowest of the compared OMol25 structures with the same formula, charge and spin: 57.0, 132.0, 44.1 kcal/mol, one per record in the order listed.